11
Properties=species:S:1:pos:R:3:mulliken_charge:R:1 method="wB97M-V/def2-TZVPD" charge=0 total_energy_ev=-16090.4999 gap_ha=0.344 smiles="CCC(O)=S" e_above_lowest_kcal_mol=11.3 multiplicity=1 homo_ev=-8.96
C 1.85300 0.54982 -0.90532 -1.0652
C 1.00994 0.90134 0.39706 -0.4158
C -0.20082 -0.06629 0.41277 0.2615
O -0.07280 -0.84763 1.49026 -0.4183
S -1.42496 -0.27331 -0.70351 -0.2654
H 2.69527 1.29150 -1.02287 0.2965
H 1.21364 0.61802 -1.77015 0.3295
H 2.12499 -0.45388 -0.75715 0.3478
H 0.63207 1.91668 0.51332 0.3069
H 1.63345 0.84657 1.26876 0.2690
H -0.89029 -1.37426 1.67501 0.3534